DFT (ωB97M-V with the def2-TZVPD basis set) results for the molecule C4H4N2O.

As for the spin multiplicity: 1. For the strongest force on any atom, the calculation gives 0.58 eV/A. As for the total charge: 0. The calculation puts the LUMO energy at 0.78 eV. Its SMILES is C1=N[C@@]23O[C@@H]2[C@H]3N1. Its energy above the lowest of the compared OMol25 structures with the same formula, charge and spin is 96.0 kcal per mole.

Last column: natural (NBO) charge in e.
Geometry (Å):
C 1.36267 -0.04892 -0.66449  0.25
N 1.48354 -0.25397 0.61090  -0.46
C 0.16563 -0.32535 1.00640  0.39
O -0.57956 -0.33214 2.14510  -0.45
C -0.94601 0.58561 0.99912  -0.07
C -0.87791 -0.35677 -0.15652  -0.12
N 0.09166 -0.01667 -1.16474  -0.58
H 2.20599 0.11483 -1.32483  0.20
H -1.10000 1.62758 1.21792  0.22
H -1.71265 -0.97175 -0.51536  0.20
H -0.09337 -0.02247 -2.15350  0.41

***

DFT (ωB97M-V with the def2-TZVPD basis set) results for a cluster of 11 separate species, C6H38BNO11 in total in a non-equilibrium geometry.

As for the spin multiplicity: 1. For the strongest force on any atom, the calculation gives 8.05 eV/A. As for the total charge: 0. The calculation puts the LUMO energy at -1.89 eV. Its energy above the lowest of the compared OMol25 structures with the same formula, charge and spin is 53.8 kcal per mole.

Last column: natural (NBO) charge in e.
Geometry (Å):
C 16.71000 34.17800 23.04600  -0.30
O 16.84100 34.77700 24.47500  -0.55
C 17.76200 35.90400 24.50500  -0.07
C 18.27100 35.94200 25.96200  -0.26
N 19.18400 37.15400 26.09100  -0.51
H 19.96200 36.96000 25.49300  0.42
H 18.95500 38.00700 25.54900  0.43
C 19.70400 37.66100 27.43200  -0.24
C 20.98900 38.50400 27.20400  -0.07
O 21.54900 38.85000 28.48500  -0.49
C 20.68300 39.67600 29.22800  -0.24
H 17.77900 33.99900 22.48200  0.21
H 15.99300 34.65300 22.43700  0.21
H 16.21100 33.11700 23.07100  0.24
H 17.19300 36.84000 24.37600  0.17
H 18.64400 35.90200 23.88200  0.18
H 18.84000 34.95300 26.23800  0.25
H 17.37100 35.82400 26.61600  0.26
H 19.74900 36.79900 28.08900  0.24
H 18.84000 38.30000 27.86100  0.22
H 20.50000 39.41700 26.63900  0.16
H 21.60200 38.02000 26.46200  0.21
H 20.32300 40.52000 28.61100  0.16
H 21.09200 40.01300 30.13600  0.22
H 19.77600 39.24400 29.35600  0.15
B 16.26900 33.03000 19.14000  -0.79
H 17.10500 32.97200 19.97600  -0.05
H 16.76500 32.30800 18.26400  -0.05
H 15.10400 32.69200 19.53200  -0.04
H 16.29800 34.27800 18.81900  -0.07
O 15.02900 34.49300 15.97600  -0.94
H 15.34500 34.13000 16.84200  0.49
H 15.76300 34.90600 15.71200  0.45
O 16.54400 30.30700 21.63600  -0.95
H 16.67100 30.99400 20.95300  0.49
H 17.24400 30.45300 22.25600  0.46
O 13.61800 35.31200 20.40000  -0.97
H 14.34600 34.78400 19.83200  0.51
H 13.09200 34.71000 20.77700  0.46
O 14.02600 31.30300 16.89400  -0.94
H 13.63200 32.12900 16.67600  0.46
H 14.69800 31.73900 17.44000  0.49
O 19.47200 30.98500 18.94500  -0.95
H 18.94900 30.78600 18.15400  0.48
H 18.75500 31.69100 19.11600  0.47
O 17.91200 36.93900 20.77200  -0.91
H 17.11600 36.64900 20.41700  0.47
H 17.36600 37.27200 21.52400  0.44
O 18.09900 30.67700 16.36300  -0.92
H 17.79400 30.80900 15.53200  0.46
H 18.09700 31.48200 16.66200  0.46
O 12.15800 30.79500 19.14100  -1.00
H 12.78000 31.14900 18.50600  0.51
H 12.38200 30.63300 20.02900  0.48
O 19.35400 33.49100 17.12800  -0.93
H 18.50200 33.87200 17.13900  0.47
H 19.63800 33.41700 17.95200  0.47

***

DFT (ωB97M-V with the def2-TZVPD basis set) results for a cluster of 2 separate species, C48H39N3O2 in total in a non-equilibrium geometry.

As for the spin multiplicity: 1. For the strongest force on any atom, the calculation gives 2.43 eV/A. As for the total charge: 0. The calculation puts the LUMO energy at -1.19 eV.

Last column: Mulliken charge in e.
Geometry (Å):
C -2.03050 3.09306 -4.96050  -1.32
C -1.92937 1.60621 -4.76802  0.05
O -2.45226 1.29936 -3.46500  -0.34
C -2.52999 -0.03557 -3.24946  0.61
C -3.01247 -0.34709 -1.89750  -0.63
C -3.91270 -1.44322 -1.77690  0.81
C -3.87648 -2.57990 -2.64333  -0.54
C -4.56819 -3.72589 -2.31659  -0.86
C -5.39661 -3.78183 -1.18892  0.50
C -5.96920 -5.04276 -0.80560  -0.03
N -6.36440 -6.10201 -0.49852  -0.55
C -5.56418 -2.62780 -0.40953  -0.48
C -4.85861 -1.47466 -0.69518  -0.30
O -2.15194 -0.85476 -4.09839  -0.70
H -1.43488 3.38762 -5.82354  0.41
H -3.06198 3.39155 -5.16281  0.34
H -1.66878 3.63516 -4.08469  0.29
H -2.49106 1.06643 -5.54040  0.33
H -0.88385 1.27456 -4.79233  0.16
H -3.19528 0.50520 -1.25201  0.40
H -3.28862 -2.52979 -3.56204  0.50
H -4.44681 -4.62215 -2.92655  0.43
H -6.22284 -2.65420 0.45996  0.45
H -5.01190 -0.56348 -0.10798  0.36
C 1.90777 -5.45633 6.11562  -0.35
C 0.75386 -5.93008 5.48153  -0.67
C -0.09811 -5.03782 4.83180  -0.24
C 0.16943 -3.65891 4.85277  -0.14
N -0.79092 -2.76088 4.28760  0.92
C -1.66322 -2.07717 5.18411  -0.20
C -1.22004 -0.91839 5.83086  -0.06
C -2.05343 -0.27435 6.74620  -0.78
C -3.34156 -0.76817 6.98416  -0.38
C -3.77703 -1.93342 6.34431  -0.80
C -2.94203 -2.58159 5.43364  -0.01
C -0.75273 -2.34120 2.94765  0.64
C -1.92428 -2.28582 2.17275  -0.96
C -1.87367 -1.82903 0.87328  -0.39
C -0.72067 -1.19541 0.34925  0.28
C -0.75133 -0.69679 -1.01778  -1.24
C 0.19857 0.32305 -1.41878  1.14
C 0.85104 0.25131 -2.68495  -1.04
C 1.93725 1.06643 -2.96147  -0.66
C 2.25299 2.14240 -2.10580  1.34
N 3.23996 3.06503 -2.43181  0.90
C 3.23535 4.38511 -1.88927  -0.67
C 4.25540 4.76610 -1.00815  -0.05
C 4.24669 6.04630 -0.45378  -0.65
C 3.26751 6.96967 -0.83522  -0.44
C 2.29950 6.61168 -1.78269  -0.70
C 2.25574 5.30821 -2.27823  0.23
C 4.28624 2.76339 -3.35123  -0.99
C 4.18113 3.22692 -4.66706  0.16
C 5.23992 3.04056 -5.55517  -0.74
C 6.40623 2.39807 -5.12267  -0.37
C 6.52713 1.97423 -3.79473  -0.81
C 5.45624 2.13087 -2.91174  0.07
C 1.53401 2.29727 -0.90470  -0.69
C 0.58389 1.36584 -0.53577  -0.98
C 0.45317 -1.24785 1.15702  -0.69
C 0.44615 -1.87389 2.38801  -0.82
C 1.30807 -3.18533 5.50711  0.08
C 2.17848 -4.08443 6.13498  -0.80
H 2.59659 -6.15881 6.59004  0.37
H 0.52023 -6.99676 5.47822  0.36
H -0.99106 -5.38249 4.30807  0.40
H -0.21808 -0.54633 5.60985  0.33
H -1.69498 0.61397 7.26820  0.36
H -4.00672 -0.24404 7.67216  0.37
H -4.76857 -2.34333 6.54428  0.36
H -3.25176 -3.48680 4.90781  0.37
H -2.86482 -2.62859 2.61190  0.38
H -2.74517 -1.93290 0.23081  0.30
H -1.06350 -1.42401 -1.77113  0.81
H 0.55917 -0.53827 -3.38494  0.49
H 2.52838 0.92238 -3.86877  0.47
H 5.02156 4.03587 -0.74223  0.33
H 5.00626 6.31221 0.28405  0.38
H 3.25525 7.96845 -0.39537  0.37
H 1.56322 7.34230 -2.12051  0.38
H 1.48041 4.99041 -2.97925  0.45
H 3.25836 3.73207 -4.96402  0.40
H 5.14295 3.40014 -6.58043  0.37
H 7.22762 2.23789 -5.82192  0.38
H 7.45370 1.51952 -3.43874  0.37
H 5.51298 1.79247 -1.87509  0.45
H 1.76414 3.14901 -0.26446  0.48
H 0.14021 1.41391 0.46394  0.58
H 1.39364 -0.84592 0.76689  0.42
H 1.35715 -1.95071 2.98085  0.40
H 1.50912 -2.11402 5.51341  0.23
H 3.07393 -3.70721 6.63055  0.36

***

DFT (ωB97M-V with the def2-TZVPD basis set) results for the molecule C6H12O in a non-equilibrium geometry.

As for the spin multiplicity: 1. For the strongest force on any atom, the calculation gives 2.20 eV/A. As for the total charge: 0. The calculation puts the LUMO energy at 1.15 eV. Its SMILES is CCO[C@H]1C[C@H]1C. Its energy above the lowest of the compared OMol25 structures with the same formula, charge and spin is 55.7 kcal per mole.

Last column: natural (NBO) charge in e.
Geometry (Å):
C -0.38675 2.10354 -1.90991  -0.64
C -0.69881 0.66210 -1.51846  -0.05
O -0.68249 0.45817 -0.11616  -0.53
C 0.55622 0.21792 0.48273  0.04
C 0.48059 0.14279 1.96023  -0.44
C 0.80336 -1.12392 1.24628  -0.24
C -0.15877 -2.22937 0.97248  -0.62
H 0.62238 2.38417 -1.59028  0.21
H -1.09814 2.79468 -1.44443  0.21
H -0.44945 2.22980 -2.99797  0.21
H -0.00200 -0.03599 -2.00422  0.16
H -1.71291 0.39280 -1.83680  0.19
H 1.42945 0.08251 -0.12018  0.21
H -0.55323 0.18579 2.30036  0.23
H 1.19780 0.62038 2.61660  0.22
H 1.86401 -1.39900 1.32209  0.20
H 0.28470 -2.94672 0.26844  0.21
H -0.45977 -2.75754 1.87689  0.21
H -1.03618 -1.78209 0.49232  0.22

***

DFT (ωB97M-V with the def2-TZVPD basis set) results for the molecule C5H5F3O2S in a non-equilibrium geometry.

As for the spin multiplicity: 1. For the strongest force on any atom, the calculation gives 4.38 eV/A. As for the total charge: 0. The calculation puts the LUMO energy at -0.25 eV. Its energy above the lowest of the compared OMol25 structures with the same formula, charge and spin is 20.7 kcal per mole.

Last column: natural (NBO) charge in e.
Geometry (Å):
C 0.93438 0.06783 0.19373  0.27
C 1.85584 -0.70231 0.79423  -0.01
C 2.86356 -1.49350 1.11873  -0.42
C 1.45513 1.40471 -0.56352  -0.63
C -3.24917 -0.45695 0.03146  0.82
O -0.51905 0.09348 0.14156  -0.79
O -1.94881 0.91945 -1.93431  -0.86
F -2.83730 -1.72017 0.09592  -0.30
F -3.55777 -0.13845 1.27000  -0.32
F -4.28386 -0.38391 -0.79330  -0.31
S -1.92017 1.01758 -0.52178  1.47
H 3.11226 -2.19861 0.40598  0.21
H 3.53011 -1.27590 1.91038  0.21
H 2.55903 1.26693 -0.78045  0.23
H 1.24611 2.19130 0.08421  0.21
H 0.75969 1.40853 -1.45284  0.21

***

DFT (ωB97M-V with the def2-TZVPD basis set) results for the molecule C15H11F3N2O3S in a non-equilibrium geometry.

As for the spin multiplicity: 1. For the strongest force on any atom, the calculation gives 1.19 eV/A. As for the total charge: 0. The calculation puts the LUMO energy at -0.27 eV. Its SMILES is O=C(N/N=C(/CC(=O)c1cccs1)C(F)(F)F)c1ccc(O)cc1.

Last column: natural (NBO) charge in e.
Geometry (Å):
O -1.24572 -3.07808 1.51851  -0.58
C -1.11448 -2.11299 0.79450  0.67
N 0.19239 -1.82625 0.39954  -0.43
N 0.57305 -0.84084 -0.38874  -0.18
C 1.76959 -0.60787 -0.74674  0.10
C 2.05491 0.56019 -1.64144  -0.54
C 0.98374 1.63916 -1.49982  0.57
O 0.28918 1.98082 -2.42901  -0.53
C 0.86066 2.23753 -0.17926  -0.36
C -0.08641 3.16206 0.19784  -0.16
C 0.03520 3.55903 1.53657  -0.27
C 1.07399 2.94125 2.16857  -0.38
S 1.91687 1.86206 1.14792  0.47
C 2.95217 -1.46841 -0.32360  0.93
F 2.80420 -2.75305 -0.70371  -0.32
F 3.10174 -1.49570 1.01780  -0.32
F 4.11592 -1.05024 -0.82861  -0.31
C -2.24657 -1.29242 0.33572  -0.24
C -2.15269 -0.06354 -0.31571  -0.08
C -3.29355 0.61279 -0.69585  -0.33
C -4.55471 0.08284 -0.43706  0.35
O -5.69220 0.71493 -0.80166  -0.66
C -4.65876 -1.14123 0.22459  -0.29
C -3.52042 -1.81106 0.60428  -0.11
H 0.85981 -2.50190 0.78100  0.39
H 3.03151 0.98622 -1.39882  0.25
H 2.07358 0.23370 -2.68571  0.26
H -0.83221 3.52655 -0.48474  0.24
H -0.61237 4.27064 2.01557  0.23
H 1.39389 3.06019 3.18525  0.24
H -1.19337 0.37006 -0.53331  0.24
H -3.20406 1.56162 -1.20767  0.21
H -5.48562 1.53590 -1.26630  0.48
H -5.63970 -1.54175 0.42355  0.23
H -3.58774 -2.75912 1.11554  0.24

***

Record-wise energy values, in eV: -9236.325, -31518.128, -58971.937, -8461.939, -28343.754, -43843.518